(1)
{
  "formula": "CH2NO2S",
  "method": "wB97M-V/def2-TZVPD",
  "species": ["C", "N", "O", "O", "S", "H", "H"],
  "coordinates": [[0.7593, -0.2601, 0.3078], [0.1638, 0.7073, 0.7686], [3.5532, 1.1697, -0.5695], [3.7827, -1.2312, -0.1730], [3.4037, 0.0701, 0.4142], [0.3118, -1.1033, -0.3434], [-0.7350, 0.7062, 0.4894]],
  "nbo_charge": [-0.12, -0.74, -0.98, -0.99, 1.47, 0.07, 0.29],
  "charge": -1,
  "homo_ev": [-2.24, -2.25]
}

(2)
{
  "formula": "CH2NO2S",
  "method": "wB97M-V/def2-TZVPD",
  "species": ["C", "N", "O", "O", "S", "H", "H"],
  "coordinates": [[-0.0375, -0.5793, -2.2563], [1.1901, 0.0662, 0.3754], [0.5931, 1.0915, 2.6433], [-1.0449, -0.4310, 1.5815], [0.2616, 0.2407, 1.4918], [-0.8347, -0.9135, -1.5661], [-0.1278, 0.5254, -2.2696]],
  "nbo_charge": [-0.22, -1.11, -0.97, -0.97, 2.12, 0.09, 0.07],
  "charge": -1,
  "homo_ev": [-4.37, -4.37]
}

Which one is most stable, and which one is least stable? (1) is the most stable of them, while (2) is the least stable.

(1)
{
  "formula": "C5H8FN",
  "method": "wB97M-V/def2-TZVPD",
  "species": ["C", "C", "C", "C", "C", "N", "F", "H", "H", "H", "H", "H", "H", "H", "H"],
  "coordinates": [[1.8443, -0.6010, -0.5730], [0.6516, 2.2849, 0.7438], [0.7735, 0.1625, -0.4040], [-1.5136, -0.9234, 0.5390], [-0.8291, -0.9964, -0.8008], [0.2951, 1.1571, 0.3246], [-1.5072, -0.4428, -1.8383], [2.7338, -0.1736, -0.1280], [1.8420, -1.5463, -1.1161], [1.3533, 3.0698, 0.2495], [0.1053, 2.7122, 1.6345], [-2.6192, -1.3359, 0.5303], [-1.7742, 0.1608, 0.6985], [-0.7808, -1.3849, 1.1603], [-0.5750, -2.1431, -1.0204]],
  "nbo_charge": [-0.48, 0.01, 0.18, -0.69, 0.24, -0.47, -0.37, 0.19, 0.22, 0.15, 0.17, 0.22, 0.23, 0.23, 0.15],
  "charge": 0,
  "homo_ev": -8.70
}

(2)
{
  "formula": "C5H8FN",
  "method": "wB97M-V/def2-TZVPD",
  "species": ["C", "C", "C", "C", "C", "N", "F", "H", "H", "H", "H", "H", "H", "H", "H"],
  "coordinates": [[0.7828, 1.2851, -0.7332], [0.2746, -0.8169, 0.7074], [1.7668, -0.3473, 0.4445], [-0.6652, 0.2248, 0.2090], [-1.8212, 0.0295, -0.6732], [1.8252, 0.7087, -0.5344], [-1.1652, 0.9513, 1.2712], [0.3001, 1.9758, -1.4326], [0.1050, -1.7872, 0.1305], [0.1191, -0.9895, 1.7928], [2.4103, -0.1384, 1.3788], [2.2346, -1.2052, -0.0221], [-1.4815, -0.0950, -1.6742], [-2.3216, 1.0005, -0.6109], [-2.3638, -0.7962, -0.2536]],
  "nbo_charge": [0.11, -0.51, -0.23, 0.35, -0.67, -0.40, -0.39, 0.20, 0.22, 0.24, 0.21, 0.20, 0.22, 0.23, 0.22],
  "charge": 0,
  "homo_ev": -8.41
}

Which one is most stable, and which one is least stable? (2) is the most stable of them, while (1) is the least stable.

(1)
{
  "formula": "C3H2N2OS",
  "method": "wB97M-V/def2-TZVPD",
  "species": ["N", "C", "C", "S", "N", "C", "O", "H", "H"],
  "coordinates": [[-0.1644, 2.3992, 0.1383], [0.1391, 1.3207, 0.0105], [0.4931, 0.0027, -0.0116], [2.0802, -0.5082, -0.0559], [-0.4453, -0.9423, 0.0663], [-1.8102, -1.0321, 0.1958], [-2.4484, 0.0142, -0.2875], [0.0218, -1.9406, 0.0669], [-2.3826, -1.9881, 0.5273]],
  "nbo_charge": [-0.17, 0.19, 0.01, 0.01, -0.59, 0.48, -0.54, 0.43, 0.20],
  "charge": 0,
  "homo_ev": -9.84,
  "smiles": "N#CC(=S)NC=O"
}

(2)
{
  "formula": "C3H2N2OS",
  "method": "wB97M-V/def2-TZVPD",
  "species": ["C", "N", "S", "C", "O", "C", "N", "H", "H"],
  "coordinates": [[-1.7277, -0.3409, 1.0170], [-0.6540, -0.3215, 0.3632], [0.0411, 1.2510, 0.3060], [1.4697, 0.7872, -0.5999], [2.4596, 1.4660, -0.6336], [1.3673, -0.5272, -1.2345], [1.4136, -1.5118, -1.8559], [-2.2154, -1.2903, 1.0945], [-2.1543, 0.4875, 1.5431]],
  "nbo_charge": [-0.04, -0.52, 0.44, 0.29, -0.46, 0.17, -0.22, 0.19, 0.16],
  "charge": 0,
  "homo_ev": -10.24,
  "smiles": "C=NSC(=O)C#N"
}

Which one is most stable, and which one is least stable? (2) is the most stable of them, while (1) is the least stable.

(1)
{
  "formula": "C10H14N3S",
  "method": "wB97M-V/def2-TZVPD",
  "species": ["N", "C", "C", "C", "C", "C", "S", "C", "C", "C", "C", "N", "C", "N", "H", "H", "H", "H", "H", "H", "H", "H", "H", "H", "H", "H", "H", "H"],
  "coordinates": [[0.1530, 1.7885, 0.6150], [0.7939, 0.7368, -0.0361], [-0.2580, 0.1111, -1.1675], [-1.6508, 0.0691, -0.7633], [-2.2574, -1.2354, -0.4989], [-3.5558, -1.1207, -0.0331], [-3.9925, 0.5335, 0.0627], [-2.5452, 1.1279, -0.6453], [2.0559, 1.0928, -0.6715], [2.9823, 0.1401, -0.9496], [2.6931, -1.3023, -0.3708], [1.9151, -1.4579, 0.6048], [1.1765, -0.2708, 1.0405], [-0.0057, -0.7567, 1.8208], [0.7878, 2.5779, 0.7652], [-0.6207, 2.1592, 0.1595], [0.0704, -0.8142, -1.4221], [-0.1620, 0.7165, -2.0290], [-1.7349, -2.1334, -0.5723], [-4.3445, -1.9446, 0.1474], [-2.3171, 2.1280, -0.6251], [2.2443, 2.1145, -0.9965], [4.0031, 0.2850, -1.4560], [3.3396, -2.1181, -0.7324], [1.9462, 0.3281, 1.5693], [-0.8641, -0.6698, 1.2002], [-0.1600, -0.2904, 2.8014], [0.3076, -1.7947, 2.1826]],
  "nbo_charge": [-0.85, 0.05, -0.42, -0.11, -0.31, -0.41, 0.52, -0.41, -0.18, -0.25, 0.14, -0.45, 0.06, -0.75, 0.38, 0.38, 0.22, 0.24, 0.23, 0.28, 0.23, 0.24, 0.26, 0.22, 0.24, 0.49, 0.47, 0.48],
  "charge": 1,
  "homo_ev": -12.24,
  "smiles": "N[C@@]1(Cc2ccsc2)C=CC=N[C@@H]1[NH3+]"
}

(2)
{
  "formula": "C10H14N3S",
  "method": "wB97M-V/def2-TZVPD",
  "species": ["C", "C", "C", "C", "C", "C", "C", "C", "C", "C", "N", "N", "N", "S", "H", "H", "H", "H", "H", "H", "H", "H", "H", "H", "H", "H", "H", "H"],
  "coordinates": [[3.1122, -1.5805, 0.9514], [2.2220, -0.5244, 0.8842], [-2.8809, -2.1831, 0.7849], [-1.8159, -1.3713, 1.0625], [3.0869, -2.3708, -0.1773], [-2.3028, -1.2484, -1.0913], [1.2835, -0.5924, -0.1827], [-1.3494, 1.9300, 0.2976], [0.4968, 0.4508, -0.6747], [0.1910, 1.7092, 0.0637], [-3.2406, -2.0009, -0.5723], [-1.4825, -0.8149, -0.1806], [0.5780, 2.8453, -0.8420], [1.8075, -1.9296, -1.2003], [3.7653, -1.6045, 1.7823], [2.1074, 0.1941, 1.7587], [-3.5797, -2.8026, 1.2395], [-1.1529, -1.2236, 1.8028], [3.5369, -3.2828, -0.4834], [-1.9990, -0.8352, -2.1564], [-1.8295, 2.0172, -0.6155], [-1.8104, 1.1874, 0.9703], [-1.5649, 2.9113, 0.6413], [0.0641, 0.2693, -1.6019], [0.6891, 1.6378, 1.0626], [0.5969, 3.8309, -0.5007], [-0.0269, 2.8210, -1.6655], [1.4978, 2.5606, -1.3574]],
  "nbo_charge": [-0.26, -0.17, -0.09, -0.20, -0.31, 0.13, -0.26, -0.60, 0.00, -0.12, -0.46, -0.45, -0.69, 0.55, 0.25, 0.23, 0.22, 0.19, 0.27, 0.16, 0.21, 0.29, 0.21, 0.24, 0.26, 0.47, 0.44, 0.46],
  "charge": 1,
  "homo_ev": [-10.85, -10.85]
}

Which one is most stable, and which one is least stable? (1) is the most stable of them, while (2) is the least stable.

(1)
{
  "formula": "C3H6FN3",
  "method": "wB97M-V/def2-TZVPD",
  "species": ["C", "C", "C", "N", "N", "N", "F", "H", "H", "H", "H", "H", "H"],
  "coordinates": [[-0.4845, -0.8038, -0.5305], [1.7546, -0.4916, 1.3724], [-1.1634, 1.4895, -0.6518], [0.0581, -1.8050, 0.4236], [0.7916, -1.2726, 1.2631], [-0.1125, 0.4737, -0.3565], [2.6723, -0.2150, 0.4068], [0.1368, -1.2936, -1.3891], [-1.5046, -1.0135, -0.6575], [2.0445, -0.1203, 2.4001], [-1.0782, 2.0933, 0.1895], [-1.0002, 2.0589, -1.6344], [-2.1146, 0.9001, -0.8356]],
  "nbo_charge": [-0.19, 0.44, -0.46, -0.15, -0.22, -0.34, -0.33, 0.27, 0.19, 0.17, 0.22, 0.21, 0.17],
  "charge": 0,
  "homo_ev": [-7.87, -9.23]
}

(2)
{
  "formula": "C3H6FN3",
  "method": "wB97M-V/def2-TZVPD",
  "species": ["H", "N", "C", "N", "N", "C", "C", "F", "H", "H", "H", "H", "H"],
  "coordinates": [[-0.6246, 2.3411, -0.1035], [0.2480, 1.9319, 0.2552], [0.2207, 0.7051, 0.0284], [-0.7490, 0.0034, -0.6931], [-2.0596, 0.5405, -0.4596], [1.3228, -0.1486, 0.5873], [1.6637, -1.3884, 0.2604], [2.0246, 0.5235, 1.4934], [-0.6383, -1.0116, -0.6296], [-2.6602, 0.3379, -1.2339], [-2.4473, -0.0247, 0.3010], [2.4581, -1.9123, 0.8053], [1.2411, -1.8977, -0.6112]],
  "nbo_charge": [0.35, -0.62, 0.33, -0.48, -0.64, 0.37, -0.50, -0.30, 0.36, 0.36, 0.34, 0.23, 0.21],
  "charge": 0,
  "homo_ev": -9.65,
  "smiles": "[H]/N=C(\\NN)C(=C)F"
}

Which one is most stable, and which one is least stable? (2) is the most stable of them, while (1) is the least stable.

(1)
{
  "formula": "C3H5NO2S",
  "method": "wB97M-V/def2-TZVPD",
  "species": ["C", "C", "C", "N", "O", "O", "S", "H", "H", "H", "H", "H"],
  "coordinates": [[0.6836, 0.4699, 0.0535], [-1.7999, 0.7930, -0.4139], [2.2107, 0.1879, -0.3386], [2.6442, -1.0285, -0.2178], [0.6279, 0.9236, 1.1759], [-0.4559, 0.2602, -0.7875], [-2.8943, -0.6009, 0.1925], [-1.5567, 1.5302, 0.4373], [-2.3260, 1.1878, -1.2371], [2.1159, -1.8270, 0.0071], [3.5537, -1.2058, -0.4204], [-2.8033, -0.6904, 1.5490]],
  "nbo_charge": [0.68, -0.19, 0.08, -0.70, -0.59, -0.56, -0.08, 0.24, 0.22, 0.37, 0.38, 0.15],
  "charge": 0,
  "homo_ev": -8.98
}

(2)
{
  "formula": "C3H5NO2S",
  "method": "wB97M-V/def2-TZVPD",
  "species": ["C", "C", "O", "S", "N", "C", "O", "H", "H", "H", "H", "H"],
  "coordinates": [[1.0113, -0.0117, -2.2887], [0.5327, -0.3325, -0.9066], [0.7523, -1.3781, -0.3483], [-0.4151, 0.9029, 0.0195], [-0.5784, 0.0418, 1.4670], [-1.3159, 0.3992, 2.5754], [-1.3979, -0.3342, 3.5238], [0.1421, 0.3129, -2.9050], [1.4758, -0.8839, -2.7415], [1.7921, 0.7615, -2.3673], [-0.2382, -0.8890, 1.5117], [-1.7609, 1.4113, 2.4600]],
  "nbo_charge": [-0.73, 0.42, -0.55, 0.40, -0.79, 0.53, -0.57, 0.24, 0.25, 0.25, 0.43, 0.11],
  "charge": 0,
  "homo_ev": -9.04,
  "smiles": "CC(=O)SNC=O"
}

(3)
{
  "formula": "C3H5NO2S",
  "method": "wB97M-V/def2-TZVPD",
  "species": ["C", "O", "C", "N", "S", "C", "O", "H", "H", "H", "H", "H"],
  "coordinates": [[-1.5049, -2.0475, -0.4249], [-0.8799, -0.8130, -0.4944], [0.0678, -0.5422, 0.5211], [0.6351, 0.5916, 0.5951], [0.5691, 1.8070, -0.5759], [1.7425, 2.9140, 0.0735], [2.3507, 2.6413, 1.0554], [-1.8697, -2.1295, -1.5573], [-2.4138, -1.9155, 0.2602], [-0.8828, -2.9043, -0.0761], [0.3489, -1.4437, 1.0835], [1.8369, 3.8416, -0.4602]],
  "nbo_charge": [-0.27, -0.53, 0.40, -0.62, 0.42, 0.21, -0.50, 0.21, 0.18, 0.18, 0.18, 0.14],
  "charge": 0,
  "homo_ev": -9.09,
  "smiles": "CO/C=N\\SC=O"
}

(4)
{
  "formula": "C3H5NO2S",
  "method": "wB97M-V/def2-TZVPD",
  "species": ["C", "C", "C", "N", "O", "O", "S", "H", "H", "H", "H", "H"],
  "coordinates": [[-0.7004, 1.8437, 0.2825], [0.2131, 1.0270, -0.2127], [-0.0961, -0.3925, -0.5626], [0.7202, -0.9957, -1.2778], [-1.2416, -0.8560, -0.0527], [0.1741, -4.2896, 0.3844], [-0.4397, -3.7939, -1.0456], [-0.4486, 2.8604, 0.5347], [-1.7156, 1.5255, 0.4524], [1.2356, 1.3166, -0.4054], [-1.3282, -1.8049, -0.2808], [1.0382, -4.7024, 0.2627]],
  "nbo_charge": [-0.32, -0.26, 0.40, -0.28, -0.67, -0.82, 0.31, 0.21, 0.22, 0.23, 0.49, 0.49],
  "charge": 0,
  "homo_ev": [-8.63, -8.63]
}

Which one is most stable, and which one is least stable? (2) is the most stable of them, while (4) is the least stable.